No. 1
Formula: C38H106N18O16
Source: the OMol25 dataset
Level of theory: the ωB97M-V functional and the def2-TZVPD basis

Energy above the lowest of the compared OMol25 structures with the same formula, charge and spin = 2.054 eV
Structure (SMILES) = COC[C@H](C)N.COC[C@H](C)N.COCCNCCOC.COCCNCCOC.COCCNCCOC.COCCNCCOC.NC(N)=O.NC(N)=O.NC(N)=O.NC(N)=O.NC(N)=O.NC(N)=O
E_HOMO = -7.999 eV
LUMO energy = 0.039 eV
Electronic energy = -100695.2021 eV
Kohn-Sham gap = 8.0 eV

Positions of all 178 atoms, in Å:
C  -3.01160  2.29292  0.46462
O  -1.59526  2.16588  0.31349
C  -0.77158  2.55023  1.41615
C  0.45249  1.51083  1.54071
C  1.31557  2.01153  2.71039
N  1.12568  1.35730  0.31875
H  -3.26388  1.65852  1.31432
H  -3.51762  2.01904  -0.46115
H  -3.31891  3.25243  0.88054
H  -0.57387  3.56988  1.08552
H  -1.35429  2.53526  2.33719
H  0.11708  0.47914  1.64662
H  2.26396  1.47843  2.64367
H  0.87482  1.81906  3.68855
H  1.51616  3.07533  2.58315
H  1.41689  0.42303  0.56864
H  0.38704  1.14862  -0.33772
C  -1.94474  7.01611  -5.67905
O  -1.01393  6.92232  -4.61732
C  -0.27677  8.02030  -4.42891
C  0.79357  8.16198  -5.50470
C  1.58957  6.86597  -5.65285
N  1.77913  9.19355  -5.27403
H  -2.54013  7.92617  -5.75252
H  -2.66087  6.19501  -5.71133
H  -1.44947  6.91739  -6.64500
H  -0.87741  8.92647  -4.50742
H  0.14478  7.91614  -3.42913
H  0.48564  8.58561  -6.46064
H  2.54213  6.87792  -6.18256
H  1.01501  6.03299  -6.05795
H  1.76649  6.45494  -4.65894
H  1.38750  10.12405  -5.30430
H  2.40407  9.09079  -6.06079
C  -15.41386  2.90603  -2.54922
O  -14.44576  2.68695  -1.48513
C  -13.15928  2.17331  -1.83786
C  -12.19820  1.72228  -0.69228
N  -12.69809  0.52906  -0.03458
C  -13.81613  0.84771  0.76311
C  -14.14194  -0.07057  1.96542
O  -14.41759  -1.33916  1.37262
C  -14.62745  -2.39041  2.29833
H  -15.84482  3.90601  -2.50004
H  -16.15787  2.12312  -2.40231
H  -14.99958  2.70826  -3.53784
H  -12.59821  3.01376  -2.24644
H  -13.14759  1.39705  -2.60296
H  -12.00876  2.49935  0.04824
H  -11.27219  1.34166  -1.12325
H  -12.67510  -0.35985  -0.51355
H  -14.65330  0.74748  0.07231
H  -13.68590  1.84915  1.17332
H  -14.97359  0.30446  2.56192
H  -13.31550  -0.18937  2.66612
H  -13.70954  -2.69704  2.79984
H  -15.02584  -3.25637  1.76966
H  -15.42543  -2.14139  2.99785
C  11.70708  3.02057  -12.54960
O  11.06640  3.52328  -11.42024
C  9.68236  3.38807  -11.59498
C  8.98582  3.23368  -10.20955
N  9.15606  1.90953  -9.61705
C  9.07189  1.91861  -8.10429
C  8.45278  0.57642  -7.60326
O  7.08641  0.55577  -8.13823
C  6.35047  -0.56324  -7.54325
H  11.66143  3.76976  -13.34000
H  11.38921  2.06388  -12.96410
H  12.71234  2.88103  -12.15200
H  9.49180  2.50651  -12.20705
H  9.30267  4.31732  -12.01977
H  7.91984  3.43053  -10.32373
H  9.28286  4.10482  -9.62562
H  9.71257  1.18417  -10.04627
H  8.42416  2.70062  -7.70806
H  10.00350  2.06995  -7.55905
H  8.52131  0.37983  -6.53333
H  8.97954  -0.21203  -8.14084
H  5.47586  -0.90870  -8.09445
H  5.89657  -0.03503  -6.70476
H  6.92740  -1.41256  -7.17733
C  -6.24619  -8.42084  -5.26176
O  -6.43913  -7.91047  -3.96112
C  -5.29401  -7.26701  -3.42033
C  -5.62495  -7.02599  -1.93667
N  -4.40864  -6.90775  -1.17345
C  -4.60397  -6.97086  0.24748
C  -5.39130  -5.61754  0.86971
O  -6.53560  -5.89145  1.63018
C  -7.30010  -4.83843  2.09256
H  -6.93571  -9.23787  -5.47420
H  -5.20897  -8.69604  -5.45289
H  -6.38757  -7.72010  -6.08461
H  -4.97379  -6.34417  -3.90397
H  -4.47041  -7.97296  -3.52722
H  -6.21386  -7.88142  -1.60571
H  -6.33203  -6.20808  -1.79826
H  -3.65214  -7.51382  -1.45716
H  -3.69558  -7.06525  0.84248
H  -5.15209  -7.88451  0.47753
H  -5.76441  -4.98330  0.06558
H  -4.60080  -5.03451  1.34223
H  -6.86588  -4.08784  2.75298
H  -7.87101  -5.40057  2.83158
H  -8.12758  -4.43084  1.51183
C  0.53188  -3.02467  10.02795
O  -0.14247  -4.29232  9.87293
C  0.03366  -4.92861  8.68510
C  1.49091  -5.17503  8.23113
N  2.02885  -6.09632  9.26330
C  3.25801  -6.73674  8.74435
C  4.13267  -7.43632  9.71026
O  4.80311  -8.37317  9.02257
C  5.64719  -9.09177  9.90959
H  0.33806  -2.66080  11.03697
H  0.32467  -2.23048  9.31072
H  1.60027  -3.16919  10.18841
H  -0.43495  -4.30698  7.92216
H  -0.62754  -5.79475  8.71171
H  2.07282  -4.25437  8.27448
H  1.59843  -5.56686  7.21969
H  1.38100  -6.56241  9.88229
H  3.85207  -5.91753  8.33929
H  2.89400  -7.53457  8.09699
H  3.51259  -7.91982  10.46513
H  4.77539  -6.71722  10.21810
H  5.06881  -9.72298  10.58424
H  6.21596  -8.46597  10.59732
H  6.36617  -9.74125  9.41025
N  8.29518  1.47422  -0.05508
C  8.18655  2.69179  -0.56041
N  6.99711  3.18077  -0.73024
O  9.15432  3.33403  -0.75128
H  9.09608  0.88310  -0.22609
H  7.44692  0.96392  0.14531
H  6.22650  2.56134  -0.52395
H  6.91544  4.17528  -0.88639
N  4.77659  -5.98210  2.23421
C  4.10975  -5.15714  1.48523
N  2.86575  -5.66914  1.22831
O  4.47746  -4.08759  1.18991
H  4.47402  -6.93793  2.35637
H  5.71061  -5.66169  2.44644
H  2.86771  -6.67593  1.14797
H  2.20917  -5.17345  0.64240
N  7.48736  6.96538  7.06886
C  8.02159  6.51695  5.96235
N  7.91835  5.25345  5.83262
O  8.63584  7.26713  5.20147
H  7.05241  6.32549  7.71804
H  7.47749  7.97103  7.16199
H  7.46486  4.71175  6.55444
H  7.90661  4.87352  4.89688
N  7.34183  -1.98018  6.59230
C  7.11650  -1.43891  7.76107
N  8.03974  -1.82436  8.54266
O  6.25673  -0.68076  8.04360
H  6.59447  -1.87180  5.92161
H  8.28588  -2.11005  6.25763
H  8.06891  -1.71002  9.54574
H  8.60230  -2.56385  8.14669
N  -0.89010  9.13814  3.43949
C  -0.00127  9.77145  2.76269
N  -0.45844  10.53055  1.88968
O  1.15878  9.70934  3.21273
H  -0.55598  8.51783  4.16314
H  -1.74947  8.90540  2.96259
H  -1.38454  10.35842  1.52524
H  0.26098  10.85078  1.25723
N  -1.39885  -0.03626  -4.72122
C  -1.62485  -1.33287  -4.50802
N  -2.00170  -1.57865  -3.33059
O  -1.57702  -2.12891  -5.39107
H  -0.89251  0.23301  -5.55261
H  -1.20582  0.54212  -3.91604
H  -2.21842  -0.81557  -2.70542
H  -2.22272  -2.54609  -3.14268


No. 2
Formula: C38H108F6N10O13S2
Source: the OMol25 dataset
Level of theory: the ωB97M-V functional and the def2-TZVPD basis

Energy above the lowest of the compared OMol25 structures with the same formula, charge and spin = 6.666 eV
E_HOMO = -22.565 eV
LUMO energy = -15.066 eV
Electronic energy = -120551.2943 eV
Charge = +8
Kohn-Sham gap = 7.5 eV

Positions of all 177 atoms, in Å:
C  -3.15000  1.29003  1.37665
F  -2.57370  1.30623  2.59899
F  -4.44829  1.04372  1.46823
F  -3.15652  2.47647  0.72343
S  -2.34217  -0.02621  0.20674
O  -1.99863  -1.06633  1.18086
O  -3.30168  -0.40679  -0.80989
N  -1.03260  0.94586  -0.50187
S  0.23516  0.13953  0.07985
O  0.62744  0.38259  1.44499
O  0.32135  -1.23615  -0.39383
C  1.60993  0.93908  -0.91760
F  2.76454  0.21246  -0.84302
F  1.22279  1.01678  -2.20896
F  1.92948  2.17386  -0.53197
C  -5.50307  1.44003  -1.88161
C  -6.29906  2.18644  -3.00427
C  -7.74623  2.58986  -2.62651
O  -7.77331  3.27862  -1.41048
C  -9.07727  3.50005  -0.92472
N  -5.56857  3.48055  -3.39390
H  -5.39272  4.10160  -2.60369
H  -4.61789  3.29699  -3.71203
H  -6.03127  3.98222  -4.15310
H  -5.56474  0.37038  -2.06732
H  -5.84749  1.61154  -0.86326
H  -4.47474  1.80567  -1.91024
H  -6.40015  1.73039  -3.98888
H  -8.29087  1.65025  -2.49120
H  -8.21134  3.23232  -3.37964
H  -9.53172  2.55460  -0.60674
H  -9.75568  3.91371  -1.67531
H  -9.25004  4.13143  -0.05371
C  2.15382  -0.09192  6.85189
C  1.28356  -1.28661  6.51140
C  0.50906  -1.27735  5.19501
O  -0.07534  -2.56551  5.13952
C  -1.07101  -2.78881  4.13669
N  2.02319  -2.58299  6.72841
H  2.51358  -2.73883  7.61139
H  1.42924  -3.40990  6.63842
H  2.76768  -2.59409  6.03292
H  2.68165  0.28754  5.96933
H  2.91886  -0.17896  7.62432
H  1.56257  0.76318  7.18123
H  0.60240  -1.31222  7.36493
H  1.11332  -1.12164  4.29422
H  -0.12878  -0.39303  5.27154
H  -1.51591  -3.68201  4.57106
H  -0.54202  -2.96644  3.19692
H  -1.79432  -1.98944  3.97621
C  -0.26198  4.57164  0.46220
C  -0.52633  4.75834  -1.03466
C  0.69383  4.81197  -1.91725
O  0.34577  5.06602  -3.23935
C  0.97894  4.29033  -4.23454
N  -1.55993  3.67797  -1.50889
H  -2.48945  4.06996  -1.41405
H  -1.41149  3.62671  -2.51850
H  -1.36959  2.76240  -1.07087
H  0.57190  5.19467  0.78459
H  0.11411  3.55956  0.62291
H  -1.16706  4.84288  1.00067
H  -1.08275  5.69484  -1.08466
H  1.30110  3.90404  -1.98929
H  1.39284  5.50591  -1.43781
H  0.50945  4.65515  -5.14626
H  0.86793  3.20245  -4.16372
H  2.05944  4.43404  -4.30897
C  7.29943  -6.15498  -2.14056
C  7.14120  -4.74611  -2.75019
C  5.72703  -4.22542  -2.52258
O  5.38756  -3.67377  -1.24285
C  4.20868  -2.83350  -1.29602
N  8.13166  -3.73543  -2.09193
H  8.21551  -2.85178  -2.59167
H  7.79130  -3.65990  -1.13548
H  9.11415  -4.01016  -2.01825
H  7.08637  -6.28782  -1.08077
H  8.28409  -6.53286  -2.42435
H  6.68250  -6.90866  -2.63404
H  7.36099  -4.74805  -3.81552
H  5.05078  -5.06014  -2.71240
H  5.55316  -3.38489  -3.20224
H  3.52320  -3.12726  -2.09431
H  4.53584  -1.79859  -1.34712
H  3.57666  -3.06720  -0.43851
C  2.15435  -6.05096  -2.33561
C  0.71966  -5.94773  -1.86498
C  0.13885  -4.79281  -1.07384
O  -1.13193  -5.07346  -0.55614
C  -1.89440  -4.02313  0.10061
N  -0.12209  -6.09595  -3.16705
H  -0.31605  -7.02978  -3.53450
H  -1.04346  -5.66589  -3.08113
H  0.33113  -5.58458  -3.92228
H  2.78390  -5.70026  -1.51269
H  2.49036  -5.34755  -3.09959
H  2.32780  -7.10611  -2.53353
H  0.42415  -6.87607  -1.37437
H  0.10214  -3.74775  -1.40768
H  0.93054  -4.70874  -0.31359
H  -2.78605  -4.49329  0.50685
H  -2.16478  -3.32446  -0.69200
H  -1.28187  -3.61837  0.90347
C  10.36050  0.27101  0.75779
C  8.91716  0.69240  1.02261
C  8.06031  0.71353  -0.20661
O  6.70032  1.08623  0.04583
C  5.76980  1.16063  -1.01728
N  8.28535  -0.21559  2.11132
H  8.60149  0.21017  2.98339
H  7.27374  -0.17561  2.21778
H  8.62902  -1.17438  2.10441
H  10.73643  0.94603  -0.01347
H  10.41718  -0.72936  0.32279
H  11.11721  0.29100  1.54182
H  8.81151  1.65992  1.51544
H  7.96759  -0.25194  -0.71621
H  8.39710  1.47127  -0.91841
H  4.79069  1.56133  -0.75921
H  5.58477  0.24117  -1.57633
H  6.07622  1.94813  -1.71362
C  -1.28447  -0.72949  -4.20395
C  -2.47368  -1.63993  -4.41659
C  -3.82139  -0.99684  -4.56118
O  -4.64331  -1.91820  -5.26908
C  -5.68123  -2.53114  -4.46522
N  -2.07637  -2.71964  -5.45035
H  -2.62301  -3.57032  -5.34475
H  -2.09893  -2.39960  -6.42415
H  -1.08415  -2.95530  -5.44777
H  -1.47504  -0.10292  -3.32694
H  -1.14182  0.00366  -5.00095
H  -0.29783  -1.11550  -3.94418
H  -2.53699  -2.32270  -3.56531
H  -3.78710  -0.04161  -5.08701
H  -4.13789  -0.89671  -3.52084
H  -6.24795  -1.89793  -3.78533
H  -5.16593  -3.29061  -3.86629
H  -6.29882  -3.14298  -5.11891
C  3.26855  2.77584  2.77098
C  4.77350  2.98171  2.53176
C  5.22714  4.22303  1.80734
O  4.80830  4.24748  0.46618
C  5.45410  5.37141  -0.22797
N  5.43141  2.86170  3.91293
H  6.41207  3.13608  4.00976
H  4.91664  3.22056  4.71711
H  5.54400  1.85707  4.02659
H  2.76222  3.74269  2.80992
H  3.00477  2.24085  3.68505
H  2.70898  2.26633  1.98671
H  5.16053  2.06927  2.07496
H  6.32552  4.16365  1.73323
H  5.13011  5.19438  2.30246
H  4.77622  5.81121  -0.95426
H  6.25663  4.77269  -0.66343
H  5.94611  6.20645  0.27373
C  -10.75742  1.44617  5.61694
C  -10.18944  1.27772  4.20460
C  -8.65965  1.24869  4.24621
O  -8.06507  0.77050  3.03105
C  -7.47421  1.74006  2.15841
N  -10.79713  -0.02508  3.66707
H  -10.42239  -0.76218  4.26159
H  -11.81573  0.00330  3.68952
H  -10.56306  -0.20249  2.69213
H  -10.62710  2.47508  5.95038
H  -10.33722  0.76085  6.35351
H  -11.83611  1.28059  5.63595
H  -10.49257  2.03281  3.47965
H  -8.40880  0.67117  5.13755
H  -8.34559  2.28044  4.41198
H  -6.80371  2.40836  2.69504
H  -8.08803  2.20743  1.38442
H  -6.94569  1.05178  1.49155


Question: Which of these has the highest LUMO energy?
Answer: C38H106N18O16